No. 1
Entry from the OMol25 dataset: 2 unconnected molecules or ions with the total composition C38H40N4O3S (ωB97M-V/def2-TZVPD).

Energy relative to the best compared isomer or geometry (same formula, charge and spin), kcal per mole: 0.00
Kohn-Sham gap, eV: 5.3
2S+1: 1
HOMO level, eV: -6.7
Calculated total energy, eV: -62990.3504

The geometry in XYZ format:
```
86
C38H40N4O3S, DFT ωB97M-V/def2-TZVPD
C 1.788 -4.765 1.043
N 0.919 -3.740 1.581
C -0.436 -3.928 1.613
O -1.028 -4.918 1.211
C -1.057 -2.671 2.229
C -1.774 -2.943 3.556
C -2.979 -3.846 3.408
C -4.120 -3.394 2.744
C -5.196 -4.260 2.529
C -5.120 -5.592 2.957
C -3.999 -6.030 3.671
C -2.937 -5.155 3.904
N 0.101 -1.790 2.375
C -0.073 -0.497 2.723
C 0.967 0.415 2.837
C 0.790 1.787 3.005
C 1.912 2.686 2.880
C 1.708 4.002 2.394
C 2.770 4.852 2.152
C 4.078 4.487 2.578
N 5.119 5.403 2.514
C 6.152 5.461 3.541
C 5.577 5.921 1.234
C 4.296 3.186 3.087
C 3.244 2.282 3.180
C 1.374 -2.404 1.945
C 2.402 -2.497 3.083
C 2.016 -1.709 0.730
H 1.201 -5.677 0.927
H 2.202 -4.493 0.063
H 2.609 -4.970 1.738
H -1.765 -2.235 1.495
H -1.047 -3.390 4.254
H -2.068 -1.971 3.974
H -4.161 -2.356 2.401
H -6.092 -3.891 2.030
H -5.942 -6.281 2.749
H -3.946 -7.054 4.050
H -2.048 -5.468 4.453
H -1.115 -0.174 2.853
H 1.988 0.043 2.711
H -0.223 2.202 2.959
H 0.690 4.333 2.206
H 2.601 5.834 1.709
H 5.706 5.371 4.544
H 6.913 4.672 3.403
H 6.633 6.444 3.441
H 4.760 5.982 0.504
H 5.991 6.921 1.417
H 6.389 5.303 0.806
H 5.312 2.878 3.347
H 3.444 1.271 3.535
H 1.984 -3.105 3.898
H 3.318 -2.965 2.692
H 2.648 -1.509 3.482
H 1.442 -1.950 -0.174
H 2.038 -0.622 0.848
H 3.048 -2.073 0.617
C 2.749 6.253 7.831
C 1.499 6.047 8.429
C 0.471 5.423 7.717
C 0.693 5.009 6.400
S -0.662 4.327 5.418
C -0.342 2.633 5.164
C -1.441 1.737 5.353
C -1.224 0.405 5.797
C -2.286 -0.455 6.029
C -3.608 -0.049 5.793
C -4.699 -0.961 6.027
N -5.565 -1.732 6.212
C -3.849 1.256 5.337
C -2.796 2.126 5.093
O -1.796 4.525 6.288
O -0.596 5.018 4.137
C 1.940 5.198 5.805
C 2.967 5.832 6.510
H 3.552 6.737 8.393
H 1.315 6.389 9.449
H -0.511 5.289 8.159
H 0.670 2.374 5.482
H -0.195 0.093 6.003
H -2.083 -1.459 6.410
H -4.886 1.575 5.193
H -3.027 3.122 4.714
H 2.083 4.886 4.771
H 3.925 6.014 6.015
```

---

No. 2
Entry from the OMol25 dataset: a molecular structure, C38H41CaN8O10S2 (ωB97M-V/def2-TZVPD).

Energy relative to the best compared isomer or geometry (same formula, charge and spin), kcal per mole: 4.84
Kohn-Sham gap, eV: 7.9
Total charge: +1
2S+1: 1
HOMO level, eV: -10.2
Calculated total energy, eV: -112577.7143

The geometry in XYZ format:
```
100
C38H41CaN8O10S2, DFT ωB97M-V/def2-TZVPD
Ca -0.533 0.322 0.285
O 3.082 3.034 -2.302
C 2.503 1.840 -2.071
O 1.753 1.299 -2.828
C 2.984 1.233 -0.778
C 4.222 1.563 -0.243
C 4.663 0.882 0.878
C 3.840 -0.081 1.441
C 2.606 -0.295 0.855
N 2.177 0.327 -0.238
C 1.611 -1.276 1.424
O 1.800 -1.739 2.658
O 0.660 -1.647 0.775
H 2.783 3.321 -3.174
H 4.824 2.326 -0.716
H 5.634 1.094 1.306
H 4.178 -0.649 2.300
H 2.490 -1.242 3.114
S -3.004 -1.323 -0.294
C -3.251 -1.651 -1.907
N -4.451 -1.786 -2.463
C -4.610 -2.204 -3.858
C -3.542 -3.206 -4.172
N -2.244 -2.595 -3.914
C -1.186 -2.903 -4.888
C -1.444 -2.221 -6.208
C -1.408 -0.827 -6.286
C -1.675 -0.191 -7.487
C -1.975 -0.936 -8.624
C -2.004 -2.320 -8.554
C -1.740 -2.959 -7.347
C -2.041 -1.807 -2.854
S -0.643 -0.994 -2.546
C -5.708 -1.536 -1.739
C -6.439 -2.824 -1.443
C -7.747 -3.006 -1.875
C -8.418 -4.195 -1.612
C -7.777 -5.212 -0.921
C -6.468 -5.037 -0.488
C -5.801 -3.848 -0.744
H -4.546 -1.338 -4.519
H -5.596 -2.653 -3.952
H -3.578 -3.479 -5.224
H -3.670 -4.108 -3.570
H -1.162 -3.987 -5.013
H -0.243 -2.587 -4.454
H -1.161 -0.250 -5.400
H -1.641 0.891 -7.544
H -2.180 -0.436 -9.562
H -2.231 -2.906 -9.437
H -1.757 -4.044 -7.295
H -6.321 -0.897 -2.379
H -5.461 -0.986 -0.839
H -8.249 -2.213 -2.421
H -9.437 -4.327 -1.953
H -8.295 -6.142 -0.718
H -5.967 -5.828 0.056
H -4.783 -3.706 -0.397
N -1.717 -0.280 2.491
C -1.582 0.903 3.352
C -1.645 0.505 4.839
C -1.616 1.584 5.924
C -2.710 2.665 5.820
N -2.364 3.605 4.764
C -3.146 4.541 4.281
N -4.337 4.817 4.834
N -2.738 5.251 3.225
C -0.290 1.677 2.985
O -0.081 2.782 3.544
O 0.476 1.137 2.141
H -2.670 -0.620 2.518
H -1.131 -1.032 2.845
H -2.409 1.566 3.094
H -0.818 -0.187 5.030
H -2.555 -0.088 4.968
H -0.644 2.081 5.938
H -1.716 1.084 6.888
H -2.800 3.196 6.772
H -3.680 2.206 5.595
H -1.482 3.382 4.219
H -4.593 4.399 5.709
H -4.873 5.608 4.521
H -1.943 4.903 2.706
H -3.374 5.859 2.740
O -2.007 2.336 0.552
C -1.460 2.718 -0.514
O -0.644 2.014 -1.170
C -1.814 4.081 -1.044
C -1.197 4.599 -2.176
C -1.543 5.857 -2.652
C -2.511 6.612 -2.001
C -3.102 6.066 -0.877
C -2.788 4.815 -0.394
N -4.115 6.857 -0.142
O -4.638 7.789 -0.705
O -4.447 6.452 0.969
H -0.451 3.990 -2.672
H -1.057 6.258 -3.533
H -2.804 7.593 -2.344
H -3.296 4.388 0.458
```

---

No. 3
Entry from the OMol25 dataset: a molecular structure, C38H41CeN2O7 (ωB97M-V/def2-TZVPD).

Kohn-Sham gap (alpha / beta), eV: 2.0 / 2.0
Total charge: -2
2S+1: 2
HOMO level (alpha / beta), eV: 1.8 / 1.8
Calculated total energy, eV: -70310.6091

The geometry in XYZ format:
```
89
C38H41CeN2O7, DFT ωB97M-V/def2-TZVPD
C -1.219 -1.891 -5.235
C -0.797 -0.651 -4.445
C -0.819 -3.138 -4.414
C 0.182 -2.661 -3.351
H -0.383 -3.882 -5.072
H -1.710 -3.587 -3.978
C 0.486 -1.134 -3.750
H -1.564 -0.405 -3.686
H -0.675 0.205 -5.142
C 0.966 -0.225 -2.597
H 1.290 -1.090 -4.520
H 1.160 -3.173 -3.412
C -0.346 -2.810 -1.980
C -2.693 -1.831 -5.626
C -0.560 -1.951 -6.610
O -0.218 -2.977 -7.166
O -3.604 -1.529 -4.855
O -2.880 -2.138 -6.925
O -0.446 -0.748 -7.190
C -0.092 -0.833 -8.571
H -0.115 0.195 -8.923
H -0.821 -1.458 -9.100
H 0.900 -1.283 -8.669
C -4.233 -2.153 -7.367
H -4.817 -2.890 -6.781
H -4.167 -2.456 -8.418
H -4.693 -1.148 -7.259
O 0.316 -0.513 -1.340
H 0.795 0.857 -2.840
H 2.048 -0.356 -2.416
C 0.473 -3.474 -0.946
C -1.782 -2.618 -1.721
H -2.388 -3.514 -1.989
H -2.191 -1.767 -2.273
H -1.985 -2.442 -0.651
H 0.198 -3.212 0.099
H 1.526 -3.203 -1.079
H 0.369 -4.584 -1.045
Ce -0.508 -0.132 0.361
C 3.367 1.559 1.165
C 3.906 0.862 0.040
C 3.443 1.512 -1.143
H 4.520 -0.033 0.091
C 2.525 2.551 -0.735
C 2.498 2.584 0.681
H 1.923 3.269 1.296
H 3.600 1.376 2.218
H 3.747 1.303 -2.174
H 1.955 3.204 -1.399
C -2.933 0.556 0.402
C -2.195 1.635 1.025
C -1.315 2.213 0.046
H -2.359 2.011 2.040
C -1.551 1.545 -1.207
C -2.550 0.524 -0.985
H -2.984 -0.120 -1.755
H -3.673 -0.087 0.884
H -0.632 3.050 0.196
H -1.060 1.777 -2.164
O -0.176 -1.377 2.371
C 0.244 -0.378 3.057
N 0.509 -0.329 4.384
C 0.691 1.046 4.805
C 0.702 1.772 3.454
O 0.948 2.962 3.266
N 0.456 0.836 2.467
C -0.445 1.465 5.743
C -1.390 2.438 5.419
C -2.302 2.865 6.396
C -2.294 2.316 7.682
C -1.391 1.283 7.968
C -0.475 0.854 7.002
C 2.030 1.261 5.484
C 2.215 2.361 6.328
C 3.445 2.550 6.960
C 4.503 1.659 6.730
C 4.311 0.592 5.842
C 3.075 0.391 5.217
H 0.218 -1.045 5.066
H -1.404 2.885 4.426
H -3.018 3.642 6.145
H -2.989 2.672 8.450
H -1.389 0.807 8.948
H 0.238 0.062 7.249
H 1.387 3.053 6.493
H 3.563 3.403 7.626
H 5.473 1.812 7.219
H 5.118 -0.101 5.623
H 2.916 -0.447 4.538
```

---

No. 4
Entry from the OMol25 dataset: a molecular structure, C38H41N2O2RbS4Si (ωB97M-V/def2-TZVPD).

Kohn-Sham gap, eV: 4.4
Total charge: -2
2S+1: 1
HOMO level, eV: -0.8
Calculated total energy, eV: -99023.7864

The geometry in XYZ format:
```
89
C38H41N2O2RbS4Si, DFT ωB97M-V/def2-TZVPD
Rb -1.648 0.709 -0.571
C -0.655 3.722 3.025
C -2.156 3.829 3.286
S -3.166 2.784 2.205
C -4.240 1.966 3.409
C -3.569 1.146 4.511
S -2.475 -0.122 3.828
C -0.988 0.151 4.809
C -0.321 1.523 4.721
S 0.071 2.071 3.041
H -0.128 4.377 3.724
H -0.432 4.095 2.027
H -2.436 4.873 3.139
H -2.393 3.567 4.318
H -4.861 1.308 2.797
H -4.911 2.701 3.865
H -4.356 0.683 5.113
H -3.010 1.797 5.185
H -0.308 -0.622 4.444
H -1.183 -0.069 5.864
H 0.602 1.482 5.307
H -0.945 2.282 5.193
C -2.796 -5.699 0.239
Si -1.163 -4.948 -0.319
C -1.271 -4.207 -2.033
C 0.032 -6.415 -0.470
C -0.366 -3.761 0.892
C 0.910 -3.977 1.378
C 1.561 -3.004 2.139
C 0.886 -1.817 2.335
N -0.354 -1.570 1.917
C -1.018 -2.532 1.233
S -2.654 -2.261 0.738
H -2.866 -6.744 -0.086
H -3.633 -5.132 -0.167
H -2.884 -5.661 1.327
H -1.636 -4.945 -2.754
H -0.281 -3.874 -2.358
H -1.939 -3.343 -2.042
H -0.391 -7.156 -1.157
H 0.195 -6.910 0.493
H 1.005 -6.110 -0.868
H 1.429 -4.901 1.142
H 2.566 -3.142 2.518
H 1.378 -0.997 2.859
O -1.473 1.881 -4.580
C -1.575 0.964 -3.753
O -2.518 0.677 -2.975
C -0.374 0.001 -3.702
C 0.153 -0.442 -4.949
C 1.151 -1.356 -4.963
C 1.672 -1.834 -3.735
C 2.690 -2.810 -3.665
C 3.150 -3.245 -2.456
C 2.612 -2.714 -1.265
C 1.630 -1.764 -1.305
C 1.130 -1.302 -2.545
N 0.110 -0.387 -2.548
H -0.273 -0.022 -5.849
H 1.564 -1.732 -5.894
H 3.099 -3.203 -4.591
H 3.931 -3.995 -2.407
H 2.971 -3.065 -0.308
H 1.205 -1.362 -0.393
C 4.261 0.302 -3.453
C 4.347 0.122 -2.081
C 3.517 0.842 -1.230
C 2.596 1.765 -1.724
C 2.507 1.925 -3.111
C 3.329 1.204 -3.961
C 1.740 2.544 -0.800
C 1.088 3.646 -1.142
C 0.292 4.547 -0.448
C -1.135 4.468 -0.494
C -1.942 5.385 0.145
C -1.402 6.448 0.877
C -0.009 6.559 0.921
C 0.819 5.655 0.286
H 4.888 -0.276 -4.123
H 5.043 -0.601 -1.670
H 3.569 0.684 -0.157
H 1.766 2.616 -3.495
H 3.228 1.329 -5.034
H 1.716 2.135 0.226
H -1.557 3.673 -1.099
H -3.018 5.264 0.079
H -2.040 7.172 1.369
H 0.446 7.377 1.473
H 1.895 5.776 0.333
```